Record 1
# C2H7BrSi

The molecule C2H7BrSi (ωB97M-V/def2-TZVPD, OMol25).

Structure (XYZ):
```
11
Properties=species:S:1:pos:R:3:forces:R:3
C 0.066131 -1.430405 -0.154504 1.21 0.77 0.97
C -0.517259 -0.091004 0.441070 0.11 -1.55 -1.91
Si 0.410270 1.477035 -0.103451 1.33 0.57 0.01
Br -2.430392 0.003256 -0.091764 0.40 0.11 0.18
H 0.243280 -1.482630 -1.186083 -0.16 0.72 -1.81
H 1.069064 -1.710751 0.214066 -0.21 0.72 0.48
H -0.486130 -2.310950 0.029018 -1.29 -0.65 0.67
H -0.527896 -0.273684 1.477228 -0.17 0.31 1.38
H 0.779428 2.468733 0.999385 -0.06 -0.94 -0.17
H 1.761032 0.866176 -0.701116 -1.44 0.91 0.38
H -0.367526 2.484220 -0.923853 0.28 -0.97 -0.18
```
Positions in Å, forces in eV/Å.

Results
HOMO level   -10.07 eV
SMILES   C[C@@H]([SiH3])Br



Record 2
# C2H7BNO5P

The ion C2H7BNO5P with charge -2 (ωB97M-V/def2-TZVPD, OMol25).

Structure (XYZ):
```
17
Properties=species:S:1:pos:R:3:forces:R:3
B 0.089872 0.224951 -0.081580 -0.83 -2.97 2.74
C 0.699908 -1.072783 0.834279 -1.50 2.50 -2.63
C -1.485925 0.342910 0.111130 -0.42 -0.60 4.55
N 1.044769 1.217157 -0.436705 -0.35 1.63 0.89
O -2.333602 -1.353451 -2.982752 0.11 1.29 0.12
O -2.187640 1.263154 -2.618210 -0.17 -0.47 0.38
O -0.191001 -0.068673 -3.500739 0.35 0.20 0.09
O -2.223428 1.478412 -0.060981 -0.09 -0.33 -2.76
O -1.023605 -0.346258 -1.018465 -0.19 -0.78 -1.70
P -1.497895 -0.098427 -2.779797 -0.41 -1.43 -0.31
H 0.022897 -1.819451 1.027549 -2.23 -1.64 0.56
H 1.128845 -0.786193 1.705459 0.96 1.50 3.23
H 1.476640 -1.587098 0.430736 2.69 -1.56 -2.11
H -2.156093 -0.395640 0.997471 1.82 1.31 -2.47
H 1.756034 0.925251 -1.047768 0.76 -0.03 -1.02
H 0.655525 2.130707 -0.618633 0.21 -0.05 -0.53
H -2.254206 1.380866 -1.164182 -0.71 1.42 0.97
```
Positions in Å, forces in eV/Å.

Results
Total charge   -2
HOMO level   -0.18 eV



Record 3
# C42H41IrNO3P2S

A structure of composition C42H41IrNO3P2S (ωB97M-V/def2-TZVPD, OMol25).

Structure (XYZ):
```
91
Properties=species:S:1:pos:R:3:forces:R:3
Ir 0.005881 0.368964 -1.593726 -0.04 0.26 3.13
C -1.979525 1.074413 -5.004506 -1.17 -0.40 -0.02
C -1.997645 -0.279660 -5.033819 -1.77 0.60 -1.82
C -1.543337 -1.037773 -6.267915 -0.06 -0.23 0.01
C -0.093814 -0.769101 -6.757689 0.02 -0.66 -0.27
C 0.828311 -0.244695 -5.697758 0.17 -1.85 -1.60
C 0.703065 0.966059 -5.131515 0.22 2.32 0.53
C 0.100972 2.154236 -5.819989 -0.06 0.60 0.03
C -1.406007 1.939210 -6.075127 0.42 -0.04 -0.50
C 1.472694 0.398325 -0.033611 0.64 0.33 1.21
H -2.545310 1.640278 -4.268417 0.18 -0.44 -0.11
H -2.831439 -0.822841 -4.531270 0.89 0.53 -0.08
H -2.238141 -0.790197 -7.097426 0.29 -0.10 0.42
H -1.671870 -2.121030 -6.105779 0.16 0.39 0.02
H 0.314085 -1.713915 -7.145415 -0.06 0.34 0.12
H -0.128676 -0.103983 -7.638467 0.21 0.14 0.45
H 1.738228 -0.845770 -5.590200 -0.25 0.37 0.41
H 1.161016 1.254671 -4.180499 -0.08 -0.41 -0.70
H 0.640566 2.359157 -6.763941 -0.18 -0.13 0.33
H 0.242908 3.034007 -5.169150 0.02 -0.37 -0.25
H -1.924046 2.906257 -6.107432 0.22 -0.23 0.11
H -1.549643 1.486233 -7.059535 -0.04 -0.01 0.07
H 1.155172 1.219733 0.626490 0.00 -0.22 -0.22
H 2.531129 0.592957 -0.268885 -0.52 -0.05 0.11
H 1.432370 -0.549395 0.526012 -0.08 0.21 -0.30
P -1.445261 -1.066393 -2.627503 0.27 0.10 1.43
P 1.941971 -0.102884 -2.551079 1.42 -1.61 -0.06
C -0.108662 -1.919898 -3.480306 -2.20 -0.30 -0.35
C 1.217318 -1.552321 -3.421258 2.54 1.08 -0.57
C -2.477312 -2.437697 -1.998682 0.27 -0.28 -0.57
C -2.790069 -3.465216 -2.908488 -0.08 0.11 0.54
C -3.640115 -4.494946 -2.509199 0.04 0.01 -0.17
C -4.152303 -4.521300 -1.215588 0.00 0.20 0.22
C -3.847639 -3.497674 -0.309567 0.28 0.14 -0.45
C -3.016460 -2.446183 -0.703741 -0.05 -0.03 -0.22
C -2.773959 0.337194 -2.362217 -0.77 -0.76 -0.46
C -2.349215 1.598487 -1.974494 0.13 0.32 -0.25
C -3.165209 2.721476 -2.114114 0.05 -0.30 0.23
C -4.469959 2.556888 -2.597374 0.44 0.07 0.05
C -4.936617 1.272504 -2.890521 -0.13 -0.09 0.13
C -4.117458 0.147969 -2.730805 0.36 0.68 0.02
C 3.397910 -0.969030 -1.885979 -0.30 0.09 0.39
C 3.165497 -2.212558 -1.276156 0.58 -0.13 -0.22
C 4.247999 -2.972483 -0.834710 0.19 0.34 -0.22
C 5.552496 -2.476365 -0.997032 -0.19 0.16 -0.08
C 5.772910 -1.199386 -1.535130 -0.04 -0.43 0.16
C 4.689555 -0.430724 -1.951583 0.03 -0.18 -0.04
C 2.650631 1.692466 -2.708093 -0.56 -0.34 -1.34
C 1.928444 2.679099 -2.027079 -0.49 -0.07 -0.08
C 2.161367 4.031932 -2.261947 0.09 0.14 -0.16
C 3.137920 4.404955 -3.193577 -0.08 -0.15 0.20
C 3.891112 3.425055 -3.859781 -0.03 0.19 0.10
C 3.624459 2.069058 -3.657427 -0.15 0.19 0.32
H -0.404001 -2.828728 -4.007638 0.42 0.07 0.00
H 1.968886 -2.236484 -3.832598 -0.31 0.14 -0.03
H -2.378713 -3.457762 -3.918507 -0.19 -0.06 0.23
H -3.907219 -5.271696 -3.224602 0.07 0.13 0.23
H -4.803369 -5.334923 -0.903390 0.12 0.16 -0.10
H -4.265089 -3.508961 0.692932 0.05 -0.04 -0.13
H -2.777848 -1.618693 -0.034409 -0.20 -0.35 -0.28
H -1.292213 1.780058 -1.600769 -1.03 0.66 -0.37
H -2.743892 3.691350 -1.868204 -0.30 -0.02 0.03
H -5.100895 3.439117 -2.740140 0.17 -0.42 0.02
H -5.950535 1.152397 -3.273652 0.22 -0.03 0.22
H -4.504927 -0.852152 -2.924832 0.11 0.21 -0.13
H 2.149724 -2.593587 -1.184226 0.20 0.04 0.00
H 4.078610 -3.955873 -0.398977 0.09 0.26 -0.05
H 6.402268 -3.092045 -0.705011 -0.21 0.18 -0.01
H 6.790537 -0.809946 -1.647151 -0.44 -0.19 0.12
H 4.871995 0.569817 -2.339412 -0.06 -0.40 0.16
H 1.099223 2.377368 -1.353293 0.79 0.54 -0.28
H 1.552073 4.784971 -1.740620 0.43 -0.37 -0.28
H 3.299069 5.465772 -3.400123 0.06 -0.39 0.07
H 4.692151 3.739109 -4.539514 -0.43 -0.22 0.20
H 4.185401 1.319205 -4.217293 -0.21 0.19 0.10
O -1.737259 3.627719 3.084517 0.65 -0.84 -0.85
S -0.867729 2.492477 2.919560 -0.58 0.06 2.22
O 0.471800 2.552308 3.449959 -0.82 -0.16 -1.20
N -0.872729 1.950086 1.345447 0.95 1.79 -1.01
C -1.353094 0.724816 1.199871 -0.55 -2.46 -0.77
O -1.310644 0.093956 0.078070 -0.16 0.93 2.21
C -1.874964 0.126033 2.455749 0.22 -0.68 -0.18
C -2.339483 -1.183650 2.714220 -0.11 0.40 0.06
C -2.645820 -1.537118 4.032617 0.12 0.26 -0.26
C -2.449353 -0.607707 5.073171 0.20 0.26 -0.32
C -1.941572 0.678557 4.816584 -0.14 -0.27 0.01
C -1.661408 1.012408 3.498043 -0.13 -0.13 0.90
H -2.454403 -1.900332 1.901072 0.05 0.21 0.31
H -3.027802 -2.542522 4.264777 0.27 0.59 -0.16
H -2.660384 -0.914266 6.094657 0.01 0.15 -0.17
H -1.751784 1.395958 5.615512 -0.08 -0.29 -0.14
```
Positions in Å, forces in eV/Å.

Results
Spin multiplicity   6
Total charge   +2
Expectation value of S²   8.799
HOMO level (spin up / spin down)   -11.47 / -13.54 eV



One value per record, in order, for energy relative to the best compared isomer or geometry (same formula, charge and spin): 43.1 45.1 99.7 kcal/mol.
One value per record, in order, for F_max: 2.466 4.607 3.136 eV/Å.
One value per record, in order, for energy: -80106.48941 -23882.48103 -84075.60353 eV.